Entry 1:
Molecular formula: C29H16Cl2N3OPtS2
Method: DFT, the ωB97M-V functional and the def2-TZVPD basis

Output
- Total charge: +1
- Frontier orbital gap (alpha / beta): 4.6721 / 6.0138 eV
- Lowest unoccupied orbital energy (alpha / beta): -3.77 / -4.82 eV
- 2S+1: 3
- Expectation value of S²: 2.04

Cartesian coordinates (Å):
H: -8.314 -1.328 -1.851
C: -2.022 -2.854 -0.430
C: 3.337 3.493 0.976
S: 5.082 -4.149 0.960
O: -1.209 2.341 -0.272
H: 3.111 1.393 0.964
S: -5.550 0.881 -1.247
H: -2.227 -5.018 -0.456
H: -7.890 1.259 -1.771
C: -3.724 -1.181 -0.826
H: 2.447 -4.572 0.510
C: -1.533 -4.200 -0.312
Pt: 0.025 0.797 0.013
C: -1.120 -1.812 -0.239
C: -2.732 -0.200 -0.616
C: 0.605 5.938 0.173
C: -0.233 -4.444 -0.034
N: -1.483 -0.514 -0.334
H: -6.132 -2.669 -1.356
C: 0.244 -2.060 0.059
C: 2.332 -1.189 0.464
N: 1.054 -0.974 0.225
C: -7.166 0.479 -1.605
Cl: 1.328 7.472 0.358
C: 2.067 -3.562 0.429
C: 0.705 -3.370 0.156
C: 2.644 2.344 0.788
C: -6.174 -1.590 -1.371
H: 3.279 5.672 0.926
H: -2.947 0.859 -0.675
C: 5.258 -1.606 1.040
C: 6.563 -2.100 1.280
C: -0.765 5.907 -0.193
C: 0.720 3.535 0.214
C: 6.610 -3.460 1.267
C: -0.644 3.490 -0.142
C: -3.348 -2.509 -0.728
C: 2.729 4.757 0.775
H: 5.030 -0.551 1.016
H: 7.467 -4.096 1.419
C: 4.336 -2.603 0.849
H: 0.129 -5.460 0.048
H: -1.290 6.840 -0.340
C: 1.391 4.771 0.396
Cl: -3.041 4.586 -0.779
H: -4.072 -3.298 -0.881
C: -5.097 -0.777 -1.136
C: 2.903 -2.474 0.580
H: 4.369 3.432 1.292
H: 2.952 -0.319 0.565
C: -7.361 -0.868 -1.641
N: 1.324 2.321 0.385
H: 7.424 -1.474 1.455
C: -1.392 4.717 -0.347

***

Entry 2:
Molecular formula: C29H16Cl7CoF6N2O4Sb
Method: DFT, the ωB97M-V functional and the def2-TZVPD basis

Output
- Total charge: -1
- Frontier orbital gap: 5.6890 eV
- Lowest unoccupied orbital energy: 0.36 eV

Cartesian coordinates (Å):
C: -2.942 -2.419 -1.302
H: -5.695 0.439 4.665
Cl: -0.132 0.464 3.581
O: -0.687 0.330 -2.141
F: 3.388 2.910 -4.094
C: 0.785 0.180 0.654
C: -2.847 -3.607 0.772
F: 1.288 0.486 -6.054
C: -3.722 0.920 5.373
F: 1.347 1.345 -3.531
Sb: 2.399 1.715 -5.165
C: -2.923 0.095 -1.421
H: -3.032 -4.557 -1.146
Cl: 5.851 -0.064 -0.941
C: 4.775 -3.465 -2.716
C: 4.921 -1.284 -1.742
C: -2.707 -2.407 1.448
H: -3.679 0.744 -0.976
C: 0.944 3.822 1.152
C: -2.684 -1.204 0.749
C: 2.892 -2.040 -2.685
F: 1.151 3.085 -5.494
C: -2.838 -1.199 -0.647
O: -1.464 1.806 -0.632
C: 0.367 0.261 1.974
C: 3.574 -1.005 -2.037
F: 3.550 0.304 -4.698
C: 5.515 -2.486 -2.073
N: -2.494 0.004 1.440
C: -1.593 0.844 -1.389
Co: 1.182 0.299 -1.887
H: 6.553 -2.656 -1.827
H: 0.690 -0.272 5.645
C: 0.353 1.575 2.461
H: 1.440 5.187 -0.414
Cl: 5.528 -4.982 -3.129
Cl: 1.220 -1.698 -3.077
C: -2.949 -3.621 -0.610
C: -2.011 0.561 3.792
C: -2.875 0.208 2.760
C: 1.466 3.174 -1.146
H: 1.710 3.435 -2.167
H: -3.036 -2.416 -2.382
H: -4.049 1.213 6.361
Cl: -0.578 -1.886 4.277
O: 3.029 0.140 -1.738
H: 2.862 -4.008 -3.539
F: 3.383 2.123 -6.712
H: 0.771 4.592 1.893
Cl: -5.417 -0.264 1.977
H: -3.192 -0.116 -2.455
O: 0.920 -0.699 -0.310
H: -2.849 -4.534 1.332
H: -1.619 1.216 5.781
C: 3.446 -3.253 -3.033
N: 1.319 1.901 -0.867
C: -4.641 0.488 4.431
H: -2.566 -2.398 2.523
C: 1.304 4.152 -0.136
Cl: 1.554 2.014 5.246
C: -4.224 0.156 3.154
C: 0.605 0.602 5.030
H: -2.063 0.783 0.947
C: -2.374 0.952 5.054
C: 1.025 1.551 0.392
C: 0.773 2.462 1.448

***

Entry 3:
Molecular formula: C29H18IN3O4Tl
Method: DFT, the ωB97M-V functional and the def2-TZVPD basis

Output
- Total charge: -1
- Frontier orbital gap: 6.3142 eV
- Lowest unoccupied orbital energy: 1.18 eV

Cartesian coordinates (Å):
C: 1.318 3.678 -1.411
C: -0.679 -3.230 -3.267
C: -1.830 -1.654 2.661
H: -3.965 -2.480 -3.019
O: -6.852 -0.089 1.818
C: 5.718 -2.136 -0.128
N: -1.971 0.379 1.329
O: -6.526 2.114 2.272
O: -0.737 -1.970 2.031
N: 1.580 -2.254 -0.821
O: -2.244 -2.217 3.658
C: -3.981 -0.332 2.384
C: -1.100 -1.813 -1.330
H: 2.734 -2.406 1.465
H: 1.431 5.665 0.356
H: -2.022 2.123 0.231
H: 0.041 -3.778 -3.865
I: 1.417 0.344 2.988
C: 0.929 1.129 -0.288
H: -2.391 -3.754 -4.445
C: -2.027 -3.216 -3.580
H: 1.344 3.204 3.857
C: 2.999 -2.238 -0.644
H: 1.435 4.669 -1.833
H: 3.511 -2.037 -2.709
C: -2.634 -0.483 2.106
C: -2.616 1.442 0.834
H: 1.362 5.457 2.816
C: 1.353 4.692 0.829
C: 3.894 -2.112 -1.700
Tl: -0.105 -0.731 0.308
C: 3.457 -2.306 0.663
C: -0.230 -2.541 -2.142
H: 5.174 -2.314 1.942
C: 1.204 2.587 -2.216
C: 1.297 3.298 2.781
C: 1.276 3.544 0.001
C: -3.953 1.667 1.082
C: 5.252 -2.061 -1.437
H: 1.241 2.695 -3.294
H: 6.780 -2.082 0.072
C: -2.447 -1.811 -1.660
H: -4.484 -1.068 2.994
C: 4.819 -2.261 0.921
C: 1.235 2.182 1.999
C: -4.673 0.750 1.846
H: -3.156 -1.263 -1.048
H: -4.451 2.543 0.689
C: 1.145 2.245 0.575
C: 1.328 4.577 2.185
C: 0.972 1.315 -1.643
C: -6.184 0.937 2.047
H: 0.787 0.476 -2.309
H: 5.953 -1.956 -2.255
C: -2.909 -2.504 -2.774
N: 1.181 -2.615 -1.924

***

Entry 4:
Molecular formula: C29H19Br2IrN3O5PS2
Method: DFT, the ωB97M-V functional and the def2-TZVPD basis

Output
- Frontier orbital gap (alpha / beta): 4.5205 / 5.5345 eV
- Lowest unoccupied orbital energy (alpha / beta): -0.77 / -2.37 eV
- 2S+1: 5
- Expectation value of S²: 6.05

Cartesian coordinates (Å):
C: -0.362 2.429 0.976
H: -3.318 0.012 -2.913
C: 1.037 -4.073 -2.065
C: -0.095 -0.705 -3.273
S: -2.303 0.470 -0.434
C: -0.537 1.631 -4.659
H: 0.250 -2.516 0.630
C: -3.819 0.879 -3.322
O: 2.210 -1.947 0.332
N: 0.502 -1.486 -1.153
H: -5.556 3.998 -4.776
O: 0.202 2.340 -0.171
C: -6.124 4.452 1.284
O: 0.036 0.493 5.430
C: 1.243 -3.811 -0.747
C: -5.186 2.403 0.444
O: -1.173 3.268 1.312
O: 3.178 -1.939 2.332
C: -4.511 0.793 -4.519
H: -5.659 1.848 -5.989
H: -3.102 5.012 -0.122
H: -4.553 -0.147 -5.050
C: -4.999 5.145 0.865
P: -2.835 2.317 -1.084
Br: -1.722 0.395 -6.933
H: -7.101 2.549 1.386
H: -0.866 -1.729 -5.000
C: -5.138 1.911 -5.045
H: 0.334 2.537 -2.925
C: -0.634 -0.771 -4.565
Ir: 0.413 0.397 -0.692
C: -3.772 2.087 -2.643
C: 0.308 0.413 4.120
C: -6.214 3.083 1.076
C: -5.082 3.119 -4.366
N: 0.673 0.282 1.334
H: 1.458 -1.408 4.138
S: -1.444 3.686 -1.583
C: 0.977 -2.446 -0.207
H: -4.352 4.153 -2.638
H: 0.384 -0.268 5.914
C: -0.123 1.455 3.278
C: 0.068 1.329 1.926
H: 1.674 -4.526 -0.069
C: -0.901 0.400 -5.229
C: -4.073 3.109 0.004
C: 0.266 -1.823 -2.450
N: 0.166 0.511 -2.680
C: 1.220 -0.654 2.154
C: -4.404 3.209 -3.166
H: -6.930 4.988 1.765
C: 0.017 1.621 -3.402
C: -3.976 4.476 0.219
H: -4.920 6.212 1.014
H: -5.247 1.335 0.284
Br: 1.486 -5.780 -2.771
C: 0.501 -3.117 -2.932
H: -0.689 2.550 -5.198
H: -0.600 2.327 3.690
C: 2.254 -1.576 1.641
H: 0.363 -3.342 -3.976
C: 1.019 -0.621 3.540

***

Entry 5:
Molecular formula: C29H19Br4N3O4Pd
Method: DFT, the ωB97M-V functional and the def2-TZVPD basis

Output
- Frontier orbital gap: 4.7095 eV
- Lowest unoccupied orbital energy: -1.49 eV

Cartesian coordinates (Å):
O: 0.263 -0.269 2.240
H: -2.239 4.527 -0.077
H: -3.631 -0.720 -1.068
N: 1.858 0.323 -0.229
C: -4.602 -3.445 1.687
C: 0.371 -1.547 2.406
C: 2.138 1.570 -0.257
H: 5.513 -4.174 -1.152
C: 4.163 0.683 -0.099
H: -2.120 -0.545 2.293
C: 1.113 3.939 -0.236
C: 3.089 -0.424 0.042
C: -1.304 3.992 -0.157
Br: 0.860 -0.950 5.096
H: -3.913 -4.209 3.569
C: 0.645 -2.147 3.643
H: 2.074 4.432 -0.214
C: -2.430 1.666 -0.141
C: 3.834 -3.833 -2.447
C: -1.294 2.612 -0.228
H: -0.052 5.730 -0.113
H: -2.336 -2.339 3.949
C: -0.079 4.651 -0.173
H: -5.279 -4.270 1.509
H: 1.601 -1.312 -2.110
O: -0.143 -1.950 0.088
N: -0.144 1.943 -0.321
C: -2.958 -2.359 3.063
Pd: -0.160 -0.002 -0.078
C: 1.039 2.559 -0.306
H: 4.028 -4.702 -3.061
H: 5.039 -2.226 0.273
C: 2.740 -3.025 -2.711
H: 4.728 0.597 -1.025
C: 0.724 -3.536 3.813
Br: 1.093 -4.252 5.524
O: 3.406 1.940 -0.161
C: 4.668 -3.537 -1.377
C: -3.501 -0.290 -0.071
N: -2.204 0.410 -0.085
C: 3.313 -1.613 -0.855
H: -5.346 0.892 -0.471
C: 2.478 -1.915 -1.918
C: 0.531 -4.374 2.730
H: 4.832 0.758 0.753
C: -3.597 -1.383 0.963
H: 3.012 -0.768 1.078
C: 0.257 -3.807 1.474
C: -4.473 0.883 0.173
H: -5.050 -2.486 -0.176
H: -4.765 0.943 1.221
C: -3.837 -3.408 2.845
O: -3.687 2.091 -0.123
C: 0.165 -2.439 1.296
C: -2.840 -1.340 2.127
H: 2.070 -3.266 -3.526
C: 4.404 -2.435 -0.581
Br: -0.037 -4.883 -0.058
Br: 0.636 -6.251 2.912
C: -4.479 -2.436 0.745

***

Entry 6:
Molecular formula: C29H19BrClCrN3O5S
Method: DFT, the ωB97M-V functional and the def2-TZVPD basis

Output
- Total charge: -1
- Frontier orbital gap (alpha / beta): 5.9731 / 5.9909 eV
- Lowest unoccupied orbital energy (alpha / beta): 1.62 / 1.59 eV
- 2S+1: 2
- Expectation value of S²: 0.76

Cartesian coordinates (Å):
C: 1.280 -3.378 1.231
C: -2.214 -2.015 0.685
Cr: 0.311 0.534 0.691
H: 1.905 1.862 3.259
C: -3.591 3.711 -2.260
H: 2.126 2.892 -2.589
C: -1.908 2.227 -1.384
O: 1.437 1.396 -0.613
O: -0.932 -0.461 1.917
C: 2.790 0.022 -4.228
C: 0.742 3.266 1.733
H: 1.463 -5.122 2.456
C: -2.771 4.802 -2.021
H: -3.109 5.803 -2.256
C: 1.874 0.786 3.371
C: -1.514 4.597 -1.477
C: 1.828 -1.958 3.613
Br: -0.597 -3.151 -2.775
H: -0.088 3.167 -0.772
C: -1.075 3.322 -1.176
C: 1.913 -0.469 -2.034
C: 2.085 -1.163 4.751
S: -1.447 0.593 -0.966
O: 0.634 4.162 2.547
C: 2.117 0.205 4.615
C: 2.683 1.393 -3.991
C: -3.204 -2.699 -1.765
H: 1.937 -3.900 4.529
H: 2.244 -1.632 5.711
H: -4.237 -1.943 1.364
Cl: 3.438 -0.531 -5.739
C: 2.415 -0.891 -3.276
H: 2.501 -1.947 -3.477
C: 1.576 -1.275 2.401
C: 1.308 -1.996 1.209
C: -3.593 -2.123 0.519
N: 1.128 -1.154 0.122
N: -1.361 -2.315 -0.289
H: 2.306 0.852 5.462
O: -0.026 2.283 1.538
H: 2.969 2.097 -4.758
C: -1.657 -1.491 2.012
H: 2.086 -2.436 -1.197
C: 2.216 1.832 -2.777
C: 1.774 -3.365 3.604
H: 1.028 -3.933 0.339
N: 1.585 0.078 2.294
C: 1.826 0.937 -1.749
C: -1.859 -2.649 -1.452
C: 1.675 -1.440 -1.025
C: 1.508 -4.043 2.439
O: -1.991 -2.060 3.041
H: -0.868 5.441 -1.284
C: -4.092 -2.442 -0.731
H: -4.571 3.852 -2.695
H: -5.158 -2.487 -0.905
C: -3.167 2.435 -1.947
H: -3.533 -2.936 -2.764
H: 1.653 3.282 1.044
H: -3.798 1.579 -2.126

***

Entry 7:
Molecular formula: C29H20Cl6EuP
Method: DFT, the ωB97M-V functional and the def2-TZVPD basis

Output
- Frontier orbital gap (alpha / beta): 7.5426 / 7.7525 eV
- Lowest unoccupied orbital energy (alpha / beta): -0.72 / -0.53 eV
- 2S+1: 7
- Expectation value of S²: 12.02

Cartesian coordinates (Å):
H: -0.209 2.419 0.129
C: 0.181 2.503 -0.871
C: 0.387 3.754 -1.435
C: -3.995 -1.452 -2.579
H: 1.586 2.808 -4.454
C: 1.235 -2.259 2.415
Cl: 1.073 3.397 1.978
H: 1.823 -3.342 -4.491
C: -0.047 3.657 4.325
C: 3.361 -2.828 -3.087
C: 2.688 -1.383 -1.284
C: -1.218 2.066 5.662
H: 4.675 -2.126 -1.542
C: -2.283 0.196 -2.194
H: 1.230 0.594 -3.467
C: 2.070 -2.795 -3.590
C: 0.538 -2.777 1.292
H: 0.984 -3.251 0.436
H: 4.127 -3.403 -3.591
Eu: 0.138 -0.625 1.354
C: -3.547 -0.142 -2.656
C: 1.087 -2.058 -2.945
H: -1.911 -1.560 3.207
P: 0.149 -0.311 -0.906
C: -1.454 -0.779 -1.648
C: -0.301 1.307 3.420
C: -1.022 1.058 4.682
Cl: -2.088 1.748 7.189
C: 0.984 1.476 -2.893
H: -3.513 -3.454 -1.971
Cl: 0.540 5.330 4.164
C: -0.987 -1.917 2.785
C: 0.474 1.355 -1.601
C: 0.890 3.871 -2.722
H: 0.524 -1.266 4.283
C: -3.173 -2.429 -2.032
C: -1.914 -2.093 -1.562
H: -1.281 -2.863 -1.143
Cl: -1.002 4.582 6.724
C: 0.294 -1.756 3.355
Cl: 2.059 0.747 1.504
C: 0.178 2.687 3.315
H: 0.087 -2.035 -3.353
H: -4.980 -1.712 -2.942
C: 1.187 2.727 -3.451
C: 3.668 -2.115 -1.936
H: 1.053 4.849 -3.156
H: 2.305 -2.208 2.516
C: -0.858 -2.559 1.516
C: -0.737 3.346 5.480
Cl: -1.735 -0.446 5.261
C: 1.385 -1.352 -1.781
H: 2.931 -0.821 -0.393
H: -1.666 -2.843 0.867
H: -1.944 1.219 -2.253
H: -4.184 0.626 -3.075
H: 0.159 4.640 -0.858

***

Entry 8:
Molecular formula: C29H20ClF9OPSc
Method: DFT, the ωB97M-V functional and the def2-TZVPD basis

Output
- Frontier orbital gap: 8.4493 eV
- Lowest unoccupied orbital energy: -0.35 eV

Cartesian coordinates (Å):
Cl: -1.646 2.452 -3.733
C: -3.416 0.619 -3.136
C: 0.212 0.085 4.492
F: -4.580 -1.368 -3.443
C: 2.665 1.752 -0.158
H: 2.454 2.622 1.791
C: -3.297 -3.131 -1.694
H: 5.642 -3.974 0.217
C: -2.558 1.475 -2.595
O: -1.981 -1.308 -0.947
H: 4.114 3.264 -2.822
C: -3.005 1.221 -0.129
C: 3.559 -3.451 0.212
F: -2.258 -2.992 1.086
C: 3.071 -1.090 0.171
C: 3.923 4.128 -0.864
F: -2.646 -4.150 -1.101
H: 4.779 0.215 0.141
C: 1.209 0.241 1.937
H: -2.787 1.596 0.870
C: -0.645 0.045 3.403
C: 3.758 3.123 -1.811
H: -5.407 0.227 -2.610
C: 5.353 -1.851 0.179
C: 1.592 0.198 4.305
H: 3.164 0.324 2.844
Sc: -0.918 0.070 -0.029
C: -4.347 -0.776 -1.117
H: 3.217 -4.477 0.227
H: 2.982 1.161 -2.201
H: -3.463 0.606 -4.219
F: -5.567 -1.376 -0.823
C: 3.123 1.942 -1.462
F: -4.413 -3.098 0.915
C: -4.301 0.503 -0.254
C: -4.453 -0.302 -2.567
F: -5.272 1.383 -0.784
C: 3.454 3.949 0.428
C: -2.231 1.731 -1.158
H: 6.412 -1.626 0.172
C: 2.640 -2.416 0.188
H: 2.260 0.218 5.156
H: -4.678 0.243 0.727
P: 1.794 0.204 0.216
C: -0.187 0.126 2.083
C: 4.920 -3.168 0.206
H: -0.305 2.666 -1.572
C: 2.094 0.268 3.016
H: 3.577 4.734 1.162
C: -3.350 -2.329 0.697
H: 4.411 5.054 -1.139
H: -0.189 0.014 5.496
H: 1.579 -2.642 0.188
C: 2.825 2.762 0.784
H: -1.709 -0.063 3.592
C: -0.922 2.176 -0.836
C: -3.221 -1.839 -0.790
F: -3.428 -1.263 1.534
F: -4.541 -3.548 -1.925
F: -2.682 -2.918 -2.856
H: -0.811 2.571 0.179
C: 4.432 -0.811 0.162

***

Number 1: largest force on an atom 0.0042 hartree/bohr, electronic energy -86807.929 eV. Number 2: largest force on an atom 0.0378 hartree/bohr, electronic energy -189624.360 eV. Number 3: largest force on an atom 0.0170 hartree/bohr, electronic energy -55820.244 eV. Number 4: largest force on an atom 0.0380 hartree/bohr, electronic energy -218971.649 eV. Number 5: largest force on an atom 0.0056 hartree/bohr, electronic energy -326690.765 eV. Number 6: largest force on an atom 0.0416 hartree/bohr, electronic energy -166915.541 eV. Number 7: largest force on an atom 0.2592 hartree/bohr, electronic energy -134143.134 eV. Number 8: largest force on an atom 0.0153 hartree/bohr, electronic energy -99415.005 eV.